(1)
The following is a quantum chemistry calculation of C21H46NOP3RuSe as an isolated structure at a distorted geometry, from OMol25.

Each line ends with the Mulliken charge.
Positions of all 74 atoms, in Å:
Ru 0.308 -0.530 -1.055  -0.11
P -0.820 -2.228 -0.162  1.01
P 1.689 -0.684 0.650  1.01
P 1.619 -1.812 -2.272  1.03
H -2.012 2.391 -4.262  0.25
C -2.359 1.456 -4.715  -0.46
C -2.618 0.304 -4.091  -0.39
H -2.432 0.095 -3.043  0.15
C -2.212 -1.489 0.772  -0.86
C -0.289 -3.527 1.057  -1.36
C -1.701 -3.231 -1.421  -1.28
C 2.761 0.791 0.591  -1.06
C 0.971 -0.482 2.322  -1.03
C 2.913 -2.019 1.033  -1.39
C 0.935 -2.001 -3.950  -1.25
C 2.347 -3.475 -1.934  -1.32
C 3.116 -0.789 -2.577  -1.15
H -2.614 1.524 -5.767  0.29
H -3.134 -0.474 -4.674  0.26
H -2.751 -0.808 0.099  0.36
H -1.852 -0.914 1.638  -0.21
H -2.892 -2.282 1.118  0.55
H -0.118 -3.107 2.063  0.33
H 0.619 -4.058 0.726  0.25
H -1.096 -4.276 1.152  0.49
H -2.029 -2.565 -2.233  0.27
H -2.582 -3.697 -0.956  0.49
H -1.055 -4.021 -1.828  0.36
H 3.362 0.820 1.510  0.53
H 2.113 1.678 0.525  0.11
H 3.417 0.771 -0.289  0.32
H 1.739 -0.054 2.986  0.65
H 0.657 -1.450 2.735  0.34
H 0.102 0.196 2.314  -0.21
H 3.326 -1.829 2.037  0.51
H 3.745 -2.026 0.318  0.42
H 2.445 -3.011 1.055  0.27
H 1.588 -2.685 -4.512  0.51
H 0.900 -1.026 -4.462  0.30
H -0.086 -2.407 -3.903  0.29
H 2.791 -3.836 -2.873  0.50
H 1.596 -4.205 -1.599  0.32
H 3.146 -3.434 -1.184  0.33
H 3.474 -1.040 -3.582  0.47
H 3.899 -1.005 -1.839  0.34
H 2.851 0.275 -2.538  0.08
C 0.634 3.131 -1.133  -0.28
C -0.050 2.050 -1.774  -0.29
C 0.347 1.735 -3.091  0.20
C 1.442 2.370 -3.700  -0.91
C 2.261 3.180 -2.911  -0.51
C 1.898 3.537 -1.616  -0.39
Se -0.200 4.329 0.054  0.30
H -0.887 3.758 1.222  0.10
H -0.997 1.650 -1.344  0.50
H -0.265 1.044 -3.660  0.42
H 1.627 2.245 -4.769  0.50
H 3.191 3.575 -3.305  0.50
H 2.520 4.195 -1.001  0.54
C -2.710 2.397 6.061  -0.87
N -2.162 1.563 5.016  0.24
C -1.958 0.177 5.355  -0.61
C -2.105 1.970 3.717  0.97
C -2.530 3.400 3.483  -1.80
O -1.689 1.231 2.813  -0.26
H -2.240 2.122 7.010  0.32
H -3.805 2.304 6.149  0.39
H -2.504 3.452 5.850  0.42
H -1.395 -0.318 4.563  0.11
H -1.398 0.150 6.295  0.36
H -2.921 -0.337 5.506  0.37
H -1.757 4.099 3.842  0.46
H -2.649 3.551 2.408  0.36
H -3.479 3.617 3.981  0.55

Its LUMO energy (alpha / beta) is -8.61 / -12.91 eV. The total charge is +3. Its total energy is -121823.6580 eV. As for the multiplicity: 6. Its expectation value of S² is 8.803.


(2)
The following is a quantum chemistry calculation of C10H24N4O7Pt as an isolated structure at a distorted geometry, from OMol25.

Each line ends with the Mulliken charge.
Positions of all 46 atoms, in Å:
O 1.839 -4.220 1.372  -0.51
H 2.481 -4.685 1.921  0.29
Pt -0.105 0.185 0.168  -0.96
N -2.048 0.556 0.253  0.90
N -0.866 -1.557 -0.413  1.07
N 0.626 1.962 0.551  0.40
N 1.829 -0.106 -0.008  0.57
O -2.477 1.711 0.630  -0.84
O -0.190 3.009 0.833  -0.53
O 2.328 -1.334 -0.275  -0.52
O -0.064 -2.492 -0.759  -0.81
C -2.220 -1.605 -0.567  0.40
C -2.881 -0.415 -0.195  0.32
C 1.949 2.161 0.419  0.38
C 2.635 0.975 0.034  0.59
C -4.326 -0.099 -0.223  -1.52
H -4.511 0.795 -0.829  0.30
H -4.744 0.061 0.778  0.28
H -4.893 -0.925 -0.655  0.37
C -2.824 -2.810 -1.181  -1.52
H -2.546 -3.701 -0.609  0.32
H -2.532 -2.954 -2.231  0.26
H -3.912 -2.729 -1.168  0.37
C 2.459 3.559 0.428  -1.69
C 4.055 0.890 -0.400  -1.65
H 1.843 4.278 0.981  0.39
H 2.521 3.930 -0.606  0.31
H 3.471 3.641 0.832  0.40
H 4.246 -0.014 -0.986  0.40
H 4.742 0.881 0.455  0.31
H 4.348 1.753 -1.014  0.39
H -1.148 2.629 0.719  0.53
H 1.535 -1.839 -0.655  0.57
C 1.203 -3.300 2.251  -0.33
H 0.194 -3.147 1.866  0.02
H 1.738 -2.345 2.207  0.15
H 1.185 -3.702 3.284  0.40
O -0.401 0.213 2.820  -0.54
H 0.114 1.011 2.982  0.30
H -1.344 0.437 3.001  0.31
C -0.588 1.944 -2.656  -0.55
O -0.121 0.636 -2.309  -0.29
H -1.448 2.244 -2.044  0.22
H -0.845 1.945 -3.720  0.36
H 0.239 2.621 -2.423  0.14
H -0.545 -0.046 -2.859  0.27

For the energy above the lowest of the compared OMol25 structures with the same formula, charge and spin, the calculation gives 0.000 eV. Its LUMO energy (alpha / beta) is -0.28 / -1.06 eV. Its total energy is -34291.3115 eV. As for the multiplicity: 3. Its expectation value of S² is 2.046.


Number 1 is which compound?
C21H46NOP3RuSe


Which value of multiplicity does entry 1 give?
6